# 1
Molecular formula: C4H15N2O2
Method: DFT, the ωB97M-V functional and the def2-TZVPD basis

Geometry (Å):
O (-2.824, -0.816, 1.600)
O (-2.215, -2.672, -0.475)
N (0.427, -0.620, -1.542)
N (1.647, 1.735, -0.704)
C (1.250, 1.458, 0.679)
C (2.435, 2.694, -0.930)
C (-0.187, -0.566, -0.194)
C (0.767, 0.005, 0.848)
H (-0.240, -0.639, -2.312)
H (1.064, -1.407, -1.599)
H (1.665, -0.615, 0.946)
H (-0.510, -1.538, 0.107)
H (-3.294, 0.016, 1.467)
H (3.000, 3.206, -0.146)
H (0.482, -0.179, 1.886)
H (2.525, 3.094, -1.932)
H (-2.328, -3.590, -0.738)
H (-3.439, -1.304, 2.164)
H (0.466, 2.161, 0.965)
H (0.948, 0.322, -1.615)
H (2.061, 1.619, 1.396)
H (-1.002, 0.134, -0.213)
H (-2.698, -2.499, 0.341)

## Properties
Total charge   +1
Lowest unoccupied orbital energy   -2.68 eV
Orbital gap   11.19 eV

List of natural (NBO) charges in e, atom by atom:
1. O -0.96
2. O -0.98
3. N -0.71
4. N -0.49
5. C -0.26
6. C 0.03
7. C -0.24
8. C -0.45
9. H 0.44
10. H 0.43
11. H 0.21
12. H 0.27
13. H 0.48
14. H 0.17
15. H 0.26
16. H 0.19
17. H 0.48
18. H 0.48
19. H 0.22
20. H 0.48
21. H 0.21
22. H 0.22
23. H 0.50

***

# 2
Molecular formula: C4H15N2O2
Method: DFT, the ωB97M-V functional and the def2-TZVPD basis

Geometry (Å):
O (-0.046, -0.875, 2.942)
O (-2.110, 1.290, -1.630)
N (-1.128, 0.821, 1.201)
N (0.307, -0.356, -1.210)
C (1.262, -1.333, -1.827)
C (0.809, 0.712, -0.350)
C (0.436, -0.952, 1.577)
C (0.323, 0.477, 1.072)
H (-1.358, 1.067, 2.159)
H (-0.131, -0.041, -2.056)
H (0.958, -2.324, -1.476)
H (-1.723, 0.058, 0.869)
H (-0.265, -1.670, 1.153)
H (-1.335, 1.625, 0.564)
H (0.273, 1.588, -0.768)
H (-3.031, 1.232, -1.900)
H (2.324, -1.215, -1.707)
H (1.440, -1.383, 1.612)
H (1.826, 1.094, -0.234)
H (0.971, 1.070, 1.772)
H (0.646, -1.042, 3.585)
H (1.136, -1.242, -2.925)
H (-1.583, 1.396, -2.424)

## Properties
Total charge   +1
Lowest unoccupied orbital energy   -2.93 eV
Orbital gap   10.05 eV

List of natural (NBO) charges in e, atom by atom:
1. O -0.76
2. O -0.98
3. N -0.68
4. N -0.65
5. C -0.43
6. C -0.25
7. C -0.09
8. C -0.08
9. H 0.46
10. H 0.37
11. H 0.20
12. H 0.45
13. H 0.21
14. H 0.46
15. H 0.21
16. H 0.50
17. H 0.21
18. H 0.22
19. H 0.23
20. H 0.24
21. H 0.49
22. H 0.20
23. H 0.48

***

# 3
Molecular formula: C4H15N2O2
Method: DFT, the ωB97M-V functional and the def2-TZVPD basis

Geometry (Å):
O (-0.545, 2.331, -3.202)
O (0.361, 2.113, 1.373)
N (1.093, -0.955, -1.803)
N (-1.290, -0.670, -0.155)
C (0.001, -0.635, 0.385)
C (-0.580, -2.002, 2.444)
C (1.188, -0.814, -0.345)
C (0.199, -0.851, 1.805)
H (-0.234, -3.043, 1.860)
H (0.538, 3.057, 1.562)
H (1.271, -0.974, 2.085)
H (2.067, -0.971, -2.288)
H (-1.152, 2.981, -3.499)
H (-0.712, 2.160, -2.264)
H (-1.642, -1.974, 2.396)
H (-0.309, -2.323, 3.492)
H (2.188, -0.869, 0.098)
H (-1.250, -0.716, -1.142)
H (-1.671, 0.215, -0.069)
H (-1.355, 2.291, -0.457)
H (-0.134, -0.044, 2.510)
H (0.600, -0.175, -2.213)
H (-0.199, 2.018, 0.537)

## Properties
Total charge   +1
Lowest unoccupied orbital energy   -8.71 eV
Orbital gap   4.17 eV

List of natural (NBO) charges in e, atom by atom:
1. O -0.94
2. O -0.94
3. N -0.70
4. N -0.64
5. C 0.26
6. C -0.59
7. C 0.18
8. C -0.51
9. H 0.20
10. H 0.50
11. H 0.25
12. H 0.43
13. H 0.49
14. H 0.45
15. H 0.23
16. H 0.26
17. H 0.25
18. H 0.39
19. H 0.40
20. H -0.15
21. H 0.32
22. H 0.42
23. H 0.43

***

# 4
Molecular formula: C4H15N2O3
Method: DFT, the ωB97M-V functional and the def2-TZVPD basis

Geometry (Å):
O (-1.901, 0.640, 1.244)
O (1.943, 1.718, -2.295)
O (-1.659, -2.772, -1.904)
N (0.718, 0.663, 0.063)
N (-0.521, -1.591, 0.443)
C (-1.246, 1.734, 1.023)
C (0.223, 1.794, 0.776)
C (0.719, -1.408, 1.211)
C (1.650, -0.330, 0.580)
H (1.209, -2.352, 1.637)
H (2.204, 0.043, 1.463)
H (2.375, -0.750, -0.154)
H (2.563, 2.449, -2.249)
H (0.938, 2.125, 1.631)
H (-1.120, -2.348, 0.776)
H (1.270, 1.909, -2.953)
H (-2.202, -3.561, -2.021)
H (0.236, 2.679, 0.083)
H (0.559, -1.072, 2.257)
H (-1.883, 2.622, 0.957)
H (-0.938, -0.570, 0.430)
H (1.202, 0.868, -0.821)
H (-0.422, -1.821, -0.554)
H (-1.048, -2.617, -2.627)

## Properties
Multiplicity   2
<S²>   0.754
Lowest unoccupied orbital energy (alpha / beta)   0.08 / 0.07 eV
Orbital gap (alpha / beta)   3.42 / 7.07 eV

List of natural (NBO) charges in e, atom by atom:
1. O -0.81
2. O -0.95
3. O -0.97
4. N -0.70
5. N -0.75
6. C 0.03
7. C -0.32
8. C -0.26
9. C -0.23
10. H 0.20
11. H 0.19
12. H 0.20
13. H 0.49
14. H 0.13
15. H 0.42
16. H 0.49
17. H 0.49
18. H 0.20
19. H 0.23
20. H 0.11
21. H 0.51
22. H 0.41
23. H 0.43
24. H 0.49

***

# 5
Molecular formula: C4H15N2O5
Method: DFT, the ωB97M-V functional and the def2-TZVPD basis

Geometry (Å):
O (1.558, 0.661, -3.484)
O (-1.949, -1.935, -0.896)
O (0.083, 2.189, 2.320)
O (-2.558, 1.332, 0.345)
O (-0.148, -1.147, 1.041)
N (1.834, -1.575, 1.762)
N (-0.318, 0.783, -0.569)
C (0.957, -1.291, 0.802)
C (0.687, 0.302, -2.782)
C (1.486, -0.988, -0.732)
C (0.960, 0.350, -1.220)
H (-0.939, 1.558, -1.097)
H (-2.450, -1.067, -0.992)
H (-0.883, -0.022, -0.409)
H (2.644, -0.810, -0.686)
H (-0.163, 1.217, 0.425)
H (-2.488, -2.549, -0.384)
H (1.777, 1.047, -0.940)
H (1.724, -1.812, 2.765)
H (1.156, -1.859, -1.205)
H (-0.059, 3.150, 2.416)
H (-3.342, 1.764, 0.776)
H (-0.136, 1.802, 3.226)
H (-0.099, -0.344, -2.954)
H (-2.214, 0.953, 1.108)
H (2.880, -1.708, 1.365)

## Properties
Total charge   +1
Lowest unoccupied orbital energy   -3.10 eV
Orbital gap   10.31 eV

List of natural (NBO) charges in e, atom by atom:
1. O -0.42
2. O -0.96
3. O -0.98
4. O -0.97
5. O -0.63
6. N -0.83
7. N -0.76
8. C 0.70
9. C 0.43
10. C -0.51
11. C -0.16
12. H 0.47
13. H 0.47
14. H 0.47
15. H 0.25
16. H 0.49
17. H 0.50
18. H 0.24
19. H 0.44
20. H 0.25
21. H 0.50
22. H 0.50
23. H 0.50
24. H 0.13
25. H 0.47
26. H 0.40

***

# 6
Molecular formula: C4H15N2O5
Method: DFT, the ωB97M-V functional and the def2-TZVPD basis

Geometry (Å):
O (0.447, 1.207, 0.925)
O (-2.897, 0.421, 0.905)
O (-0.763, -1.945, 2.144)
O (0.758, -1.619, -3.431)
O (2.212, -1.028, 1.433)
N (0.272, 3.070, -0.344)
N (-0.368, -0.889, -0.222)
C (0.039, -0.347, -1.550)
C (0.528, 1.765, -0.162)
C (0.856, 0.953, -1.438)
C (0.900, -1.408, -2.267)
H (-2.954, 1.065, 1.623)
H (-1.194, -0.425, 0.153)
H (0.379, -0.680, 0.460)
H (0.085, 3.761, 0.362)
H (0.411, 3.425, -1.265)
H (-0.920, -1.038, 2.443)
H (-3.729, -0.067, 0.939)
H (0.558, 1.549, -2.288)
H (-0.849, -0.095, -2.123)
H (1.595, -1.704, 1.743)
H (-0.588, -1.876, -0.180)
H (1.737, -1.748, -1.628)
H (2.659, -0.694, 2.216)
H (1.931, 0.807, -1.335)
H (-1.105, -2.459, 2.888)

## Properties
Total charge   +1
Lowest unoccupied orbital energy   -2.94 eV
Orbital gap   10.75 eV

List of natural (NBO) charges in e, atom by atom:
1. O -0.65
2. O -0.97
3. O -0.98
4. O -0.43
5. O -0.96
6. N -0.78
7. N -0.73
8. C -0.15
9. C 0.69
10. C -0.51
11. C 0.41
12. H 0.50
13. H 0.48
14. H 0.50
15. H 0.43
16. H 0.40
17. H 0.49
18. H 0.49
19. H 0.24
20. H 0.24
21. H 0.48
22. H 0.44
23. H 0.14
24. H 0.50
25. H 0.26
26. H 0.50

***

# 7
Molecular formula: C4H15N2S2
Method: DFT, the ωB97M-V functional and the def2-TZVPD basis

Geometry (Å):
S (-1.207, 0.125, -3.716)
S (-0.499, 1.389, 1.712)
N (-1.927, -1.113, 0.136)
N (3.193, -0.242, 1.266)
C (1.047, 0.835, 0.917)
C (2.149, 0.531, 1.932)
C (-1.640, 0.185, -1.947)
C (-1.408, -1.154, -1.285)
H (-1.558, -0.312, 0.709)
H (2.900, -1.211, 1.195)
H (-0.341, -1.361, -1.223)
H (-2.690, 0.489, -1.888)
H (-0.038, 0.764, -3.572)
H (2.581, 1.488, 2.239)
H (-1.932, -1.960, -1.799)
H (0.837, -0.087, 0.372)
H (-1.124, 1.027, -1.494)
H (-2.974, -1.099, 0.117)
H (-1.686, -2.011, 0.631)
H (4.009, -0.274, 1.865)
H (-0.724, 2.448, 0.916)
H (1.635, -0.012, 2.739)
H (1.396, 1.554, 0.178)

## Properties
Multiplicity   2
<S²>   0.751
Lowest unoccupied orbital energy (alpha / beta)   0.39 / 0.33 eV
Orbital gap (alpha / beta)   3.81 / 9.96 eV

List of natural (NBO) charges in e, atom by atom:
1. S -0.04
2. S -0.05
3. N -1.09
4. N -0.83
5. C -0.52
6. C -0.23
7. C -0.55
8. C -0.32
9. H 0.40
10. H 0.35
11. H 0.21
12. H 0.23
13. H 0.13
14. H 0.20
15. H 0.23
16. H 0.19
17. H 0.23
18. H 0.32
19. H 0.25
20. H 0.36
21. H 0.13
22. H 0.17
23. H 0.23

***

# 8
Molecular formula: C4H15N3O
Method: DFT, the ωB97M-V functional and the def2-TZVPD basis

Geometry (Å):
O (0.046, 2.180, 1.715)
N (2.452, 0.449, 0.584)
N (-1.770, -0.473, 1.538)
N (-0.296, 0.115, -0.507)
C (-2.577, -0.344, 0.232)
C (-1.596, -0.300, -0.994)
C (2.097, 0.440, -0.877)
C (0.913, -0.569, -1.114)
H (2.959, 0.169, -1.506)
H (-1.878, 0.442, -1.745)
H (1.688, 1.429, -1.307)
H (-1.598, -1.300, -1.522)
H (0.944, -0.644, -2.319)
H (-1.550, -1.405, 1.874)
H (1.266, -1.552, -0.693)
H (-0.609, 1.568, 2.140)
H (-0.550, -2.003, 0.860)
H (3.008, -0.363, 0.829)
H (0.748, 1.587, 1.357)
H (-3.045, 0.725, 0.162)
H (3.016, 1.290, 0.832)
H (-3.301, -1.172, 0.027)
H (-0.366, -0.268, 0.433)

## Properties
Lowest unoccupied orbital energy   -2.32 eV
Orbital gap   6.47 eV

List of natural (NBO) charges in e, atom by atom:
1. O -0.97
2. N -0.88
3. N -0.54
4. N -0.69
5. C -0.30
6. C -0.21
7. C -0.23
8. C -0.24
9. H 0.17
10. H 0.20
11. H 0.21
12. H 0.17
13. H 0.20
14. H 0.35
15. H 0.18
16. H 0.48
17. H 0.06
18. H 0.36
19. H 0.49
20. H 0.24
21. H 0.37
22. H 0.20
23. H 0.39

***

ΔE to the lowest compared entry with this formula, charge and spin list, top to bottom, in eV: 1.4462, 2.1184, 8.8656, 1.1855, 3.2546, 0.9428, 0.4452, 7.5012